{"formula": "C32H64O24", "method": "ωB97M-V with the def2-TZVPD basis set", "e_above_lowest_kcal_mol": 60.5, "e_lumo_ev": 0.39, "orbital_gap_ev": 10.67, "charge": 0, "smiles": "CCOC(=O)OC.CCOC(=O)OC.CCOC(=O)OC.CCOC(=O)OC.CCOC(=O)OC.CCOC(=O)OC.CCOC(=O)OC.CCOC(=O)OC", "elements": ["C", "C", "O", "C", "O", "O", "C", "H", "H", "H", "H", "H", "H", "H", "H", "C", "C", "O", "C", "O", "O", "C", "H", "H", "H", "H", "H", "H", "H", "H", "C", "C", "O", "C", "O", "O", "C", "H", "H", "H", "H", "H", "H", "H", "H", "C", "C", "O", "C", "O", "O", "C", "H", "H", "H", "H", "H", "H", "H", "H", "C", "C", "O", "C", "O", "O", "C", "H", "H", "H", "H", "H", "H", "H", "H", "C", "C", "O", "C", "O", "O", "C", "H", "H", "H", "H", "H", "H", "H", "H", "C", "C", "O", "C", "O", "O", "C", "H", "H", "H", "H", "H", "H", "H", "H", "C", "C", "O", "C", "O", "O", "C", "H", "H", "H", "H", "H", "H", "H", "H"], "xyz": [[11.0434, 11.5995, 15.6951], [10.9935, 11.6081, 17.1971], [11.1381, 10.2750, 17.7908], [10.0690, 9.4861, 17.7444], [9.0888, 9.6756, 17.0628], [10.3203, 8.4911, 18.6125], [9.2992, 7.4835, 18.6691], [11.1333, 12.6910, 15.4860], [10.1634, 11.1117, 15.2501], [11.9572, 11.1013, 15.3730], [10.1691, 12.0564, 17.7063], [11.8741, 12.1414, 17.4990], [9.4276, 6.8743, 17.8462], [8.3261, 7.9127, 18.6520], [9.3607, 6.9834, 19.6506], [12.2202, 15.7360, 5.9542], [12.9190, 16.5648, 7.0683], [13.1159, 17.8244, 6.4641], [13.7343, 18.7315, 7.0937], [14.2016, 18.7226, 8.1966], [13.8116, 19.8271, 6.3429], [14.2608, 20.9994, 6.9530], [11.3478, 16.2671, 5.6750], [11.9908, 14.7280, 6.2985], [12.8747, 15.5660, 5.0764], [13.9250, 16.0989, 7.2821], [12.3540, 16.6996, 8.0090], [13.9748, 21.7839, 6.2984], [15.3773, 20.8788, 7.0497], [13.8985, 21.1081, 7.9895], [9.7985, 13.7011, 8.5330], [11.2501, 13.2535, 8.8062], [12.0146, 14.2893, 9.4074], [13.2211, 13.8256, 9.8330], [13.5983, 12.6587, 9.7594], [14.0023, 14.8142, 10.2461], [13.5725, 16.0824, 10.7466], [9.1985, 13.8854, 9.3954], [9.3729, 12.8919, 7.9269], [9.8780, 14.6791, 8.0413], [11.7990, 12.8850, 7.9273], [11.2521, 12.3820, 9.4444], [13.3994, 16.1462, 11.8046], [12.6745, 16.4116, 10.2256], [14.3450, 16.8239, 10.3923], [8.0094, 21.7326, 11.2320], [8.5944, 21.4609, 12.6067], [8.5653, 20.0678, 12.8625], [8.8765, 19.6153, 14.0742], [9.6393, 20.1907, 14.8195], [8.1435, 18.5097, 14.2831], [8.4970, 17.9428, 15.5871], [7.8352, 22.7881, 11.1945], [7.0520, 21.2581, 11.1129], [8.7206, 21.4101, 10.4844], [7.9860, 21.9725, 13.3455], [9.6178, 21.8972, 12.6118], [7.7994, 17.0183, 15.5694], [8.3583, 18.5486, 16.4786], [9.5426, 17.6195, 15.5317], [16.9401, 21.9922, 14.1329], [15.5836, 22.3482, 13.6753], [14.6947, 22.4692, 14.8181], [13.4853, 22.9712, 14.7155], [13.0463, 23.4751, 13.7104], [12.8819, 23.0421, 15.9022], [11.6267, 23.7015, 15.8782], [17.3997, 22.7491, 14.7469], [17.5354, 22.0033, 13.1661], [17.0361, 20.9821, 14.5541], [15.2504, 21.5680, 12.9732], [15.5409, 23.2225, 13.0860], [11.6729, 24.7201, 16.2876], [11.0318, 23.1296, 16.5184], [11.2289, 23.7395, 14.8674], [10.0959, 14.6002, 12.4928], [9.5811, 15.9649, 12.2925], [8.5273, 16.0039, 11.2828], [8.8289, 16.5128, 10.0883], [9.8093, 17.0904, 9.7038], [7.8275, 16.3368, 9.2317], [6.8108, 15.4732, 9.6475], [10.8924, 14.6434, 13.2430], [10.4853, 14.2592, 11.5407], [9.3580, 13.9030, 12.9058], [10.3451, 16.6403, 11.9556], [9.1222, 16.4113, 13.1886], [6.1204, 15.9702, 10.3342], [7.1314, 14.5296, 10.0648], [6.2267, 15.2629, 8.7021], [16.9470, 12.6717, 11.8849], [16.3492, 12.0599, 13.1510], [14.9785, 11.6957, 13.0319], [14.1287, 12.7034, 13.2364], [14.4793, 13.8230, 13.5435], [12.8505, 12.4692, 12.9933], [12.4392, 11.1713, 12.4327], [16.5197, 13.5980, 11.5141], [16.8535, 11.9249, 11.0955], [17.9461, 12.8376, 12.2313], [16.4679, 12.8438, 13.9715], [16.8891, 11.2195, 13.5520], [11.3909, 11.2845, 12.2561], [12.5746, 10.2945, 13.0786], [12.8547, 10.9649, 11.4930], [11.4653, 20.1386, 9.8124], [12.3521, 20.1443, 11.0439], [12.0940, 18.9685, 11.7179], [12.5156, 18.8940, 13.0034], [13.1508, 19.7246, 13.5572], [12.1447, 17.6960, 13.5046], [12.4800, 17.5024, 14.9327], [10.4926, 19.8801, 10.0564], [11.9226, 19.3319, 9.2327], [11.6025, 21.1018, 9.3752], [12.3336, 21.0389, 11.7007], [13.3129, 20.3505, 10.5667], [12.0432, 16.5753, 15.1677], [12.1804, 18.3083, 15.5763], [13.5863, 17.4614, 14.9826]], "atomic_forces_ev_per_a": [[-0.611, 0.735, 0.226], [0.732, -1.468, 0.179], [0.284, 0.653, -0.144], [0.398, 0.458, 0.113], [0.177, -0.500, 0.521], [-0.707, 0.059, -0.217], [0.181, 0.988, 2.104], [-0.232, -0.808, -0.656], [0.336, 0.456, 0.004], [-0.023, 0.067, -0.033], [-0.910, 0.430, -0.260], [0.523, 0.042, 0.590], [0.146, -1.701, -1.481], [-0.778, 0.589, -0.280], [0.489, 0.013, -0.658], [1.378, -0.391, 0.908], [0.779, -1.782, -0.302], [-1.095, -1.107, -1.784], [1.309, 2.739, 1.003], [0.259, -0.945, 1.385], [-1.250, -0.504, -1.360], [2.141, -0.758, 1.470], [-1.000, 0.257, -0.471], [-0.282, 0.111, 0.250], [-0.214, 0.542, 0.492], [-0.975, 0.561, 0.108], [0.096, -0.304, -0.568], [-0.095, 0.813, -0.328], [-0.907, 0.695, -0.141], [-0.196, 0.059, -0.567], [1.932, 0.215, -0.938], [-0.975, -0.737, -0.069], [0.647, -0.500, 0.445], [0.261, -0.434, -0.248], [-0.683, 2.093, 0.166], [0.657, -0.855, 0.684], [0.090, 1.650, -2.035], [-0.176, -0.295, 0.909], [-0.246, 0.574, -0.063], [-0.422, -0.386, -0.471], [-0.440, 0.438, -0.171], [-0.042, -0.198, 0.510], [0.237, -0.563, 0.514], [-0.248, -0.150, 0.144], [-0.573, -0.876, 0.697], [0.399, -0.500, 0.786], [0.575, 1.028, -0.419], [-0.350, -0.739, -0.549], [-0.066, 1.546, -0.586], [-0.532, -1.024, 0.056], [1.231, 0.762, 1.717], [-1.148, -2.782, -1.183], [0.094, 0.735, -0.363], [-0.343, -0.412, -0.151], [-0.109, 0.018, -0.422], [0.046, 0.005, 0.386], [-0.454, -0.569, 0.395], [1.306, 1.455, 0.578], [-0.311, 0.420, -0.435], [-0.233, 0.014, 0.157], [1.550, -0.237, -1.473], [-1.576, -1.173, -0.084], [0.677, -0.976, 0.763], [0.412, 1.508, -0.910], [-0.226, -0.355, -0.551], [0.730, -0.393, -0.065], [0.111, 0.870, -0.453], [0.049, 0.116, 0.515], [-0.376, -0.197, 1.069], [-0.187, 0.448, 0.060], [-0.440, -0.022, 0.562], [0.061, 1.397, -0.283], [0.411, -0.210, -0.189], [-1.222, -0.830, 0.855], [-0.054, -0.067, 0.124], [0.154, -0.692, 0.559], [-0.986, 1.504, 0.158], [0.573, -0.150, 0.252], [0.188, 0.497, -0.494], [0.470, -0.136, 0.819], [0.210, -0.191, -0.013], [-2.558, -0.339, -1.578], [0.177, -0.047, -0.301], [0.249, -0.435, 0.005], [-0.066, 0.106, -0.338], [0.493, 0.270, -0.089], [0.118, -0.275, -0.300], [0.185, -0.096, 0.104], [0.329, -0.072, 0.100], [0.580, 0.115, 1.042], [-0.704, -1.304, 0.416], [0.335, 2.595, 1.335], [-0.817, -0.491, 0.094], [0.867, 1.702, -0.433], [-0.367, -0.477, 0.223], [-0.455, -1.915, -0.423], [-0.422, 0.380, 1.262], [-0.325, 0.067, 0.442], [0.503, 0.124, -0.180], [0.995, 0.168, -0.584], [-0.485, -0.944, -0.933], [0.070, -0.686, -0.498], [-0.733, 0.207, 0.150], [0.285, 0.593, 0.244], [1.142, 0.097, -1.224], [2.158, -0.460, 0.743], [0.079, 2.965, -0.990], [0.456, -1.623, 1.560], [-0.455, -1.166, -1.183], [0.639, 0.900, 0.905], [-0.241, 0.698, 0.836], [1.847, 0.814, -1.775], [-2.074, -0.236, 0.217], [-0.464, 0.261, -0.505], [-0.301, 0.571, -0.806], [-0.935, -0.542, -0.016], [0.952, -1.325, 0.599], [-0.480, -1.066, 0.417], [-0.576, 0.457, -0.043], [-0.608, -0.235, 0.135]]}